(1)
Density functional theory data (ωB97M-V with the def2-TZVPD basis set) for a molecular structure, C21H20Br2FeN4O2S2.

Properties
charge	+1
2S+1	6
E_HOMO (spin up / spin down)	-10.4 / -10.6	eV
relative energy (zero: lowest compared OMol25 entry of this formula, charge and spin)	95.3	kcal per mole

Last column: natural (NBO) charge in e.
Element x y z (Å)
1 Fe 0.50299 -0.52936 0.66710  1.169
2 C -1.69169 -1.40563 5.41646  -0.751
3 S -2.71136 -1.37518 3.93394  0.318
4 C -1.53979 -1.45279 2.62899  -0.075
5 S 0.15842 -1.32150 2.92919  -0.272
6 N -2.11598 -1.61583 1.47288  -0.402
7 N -1.22718 -1.59732 0.42495  -0.308
8 C -1.57792 -2.14260 -0.66591  0.159
9 C -0.61351 -2.15298 -1.81570  -0.366
10 C -0.38556 -3.55877 -2.26491  -0.085
11 C 0.66797 -4.31157 -1.85888  -0.241
12 C 1.76859 -4.03285 -1.00096  -0.168
13 C 2.15484 -2.96922 -0.11713  -0.024
14 N 1.57592 -1.90324 0.26174  -0.321
15 H -2.39905 -1.37794 6.24396  0.241
16 H -1.11159 -2.32315 5.46980  0.237
17 H -1.03151 -0.54475 5.47319  0.225
18 H -2.55414 -2.61848 -0.74521  0.210
19 H -1.10740 -4.01078 -2.93721  0.213
20 H 0.71194 -5.31091 -2.27809  0.231
21 H 2.50275 -4.82877 -0.98326  0.220
22 H 3.13352 -3.13935 0.34632  0.219
23 C -1.01042 -1.15532 -2.90531  -0.429
24 C -0.32905 0.18508 -2.73495  0.300
25 C -0.44140 1.13319 -3.77141  -0.218
26 C 0.24679 2.31046 -3.70442  -0.108
27 C 1.07407 2.55580 -2.59122  -0.163
28 C 1.89708 3.71818 -2.43023  0.019
29 Br 1.89519 5.05391 -3.73012  0.184
30 C 2.71625 3.88346 -1.32545  -0.273
31 C 2.75178 2.92754 -0.32954  -0.094
32 Br 3.83890 3.14949 1.16052  0.195
33 C 1.93439 1.74767 -0.40026  0.387
34 O 1.92793 0.89934 0.51327  -0.564
35 C 1.09586 1.57908 -1.59137  0.204
36 N 0.39814 0.43117 -1.65653  -0.493
37 H -0.73360 -1.53476 -3.89243  0.245
38 H -2.09282 -0.99785 -2.93810  0.244
39 H 0.33717 -1.81000 -1.42767  0.249
40 H -1.06239 0.90579 -4.62770  0.240
41 H 0.17724 3.03903 -4.49992  0.248
42 H 3.33058 4.76864 -1.24155  0.263
43 C -2.28564 2.49060 1.96906  -0.723
44 C -0.97234 1.78528 1.89181  0.695
45 C 0.04077 2.07742 2.94620  -0.739
46 O -0.79649 0.97837 0.97925  -0.622
47 H -2.16239 3.54184 2.22560  0.241
48 H -2.85292 2.02177 2.77956  0.271
49 H -2.84134 2.37179 1.04312  0.247
50 H -0.34229 1.70329 3.89857  0.272
51 H 0.15438 3.15865 3.04470  0.245
52 H 0.99632 1.60405 2.74528  0.252

Atoms 1-3, force components in eV/Å:
-0.064 -0.031 0.124
0.004 -0.013 0.001
-0.005 0.017 -0.021

(2)
Density functional theory data (ωB97M-V with the def2-TZVPD basis set) for 11 unconnected molecules or ions with the total composition C18H54BrN23O13P at a distorted geometry.

Properties
charge	+1
E_HOMO	-11.1	eV

Last column: Löwdin charge in e.
Element x y z (Å)
1 N 2.49321 -1.95896 3.72190  -0.106
2 P 2.81400 -1.77408 2.23611  0.476
3 O 3.11549 -3.16810 1.52919  -0.093
4 O 3.97310 -0.73769 2.00638  -0.106
5 N 1.37735 -1.12199 1.48316  0.007
6 C 0.77358 -1.62175 0.44186  -0.097
7 N -0.30325 -0.92710 0.15894  0.165
8 C -0.38408 0.08377 1.08466  -0.208
9 C -1.47779 1.12603 1.19810  -0.090
10 C -2.30812 0.82156 2.46566  -0.249
11 C -3.48268 -0.11332 2.23592  -0.540
12 Br -2.95306 -1.96585 1.82769  0.661
13 C 0.65125 0.00358 1.93129  -0.145
14 C 0.90047 0.90452 3.10537  -0.055
15 C 2.35833 1.31073 3.34231  -0.262
16 O 2.74136 1.50431 4.47329  0.069
17 H 2.57190 -2.93238 3.99176  0.013
18 H 2.78769 -3.09475 0.61076  0.025
19 H 4.53976 -0.77725 2.79332  0.113
20 H 1.04283 -2.49714 -0.12900  0.155
21 H -0.95396 -1.12207 -0.58406  0.171
22 H -2.13256 1.04944 0.32720  0.094
23 H -1.03769 2.11891 1.25308  0.124
24 H -1.71533 0.41896 3.28815  0.102
25 H -2.74166 1.75471 2.82899  0.092
26 H -4.03739 -0.18210 3.17722  0.028
27 H -4.16668 0.25778 1.47710  0.069
28 H 0.55067 0.42578 4.01878  0.136
29 H 0.34351 1.82371 2.92104  0.130
30 H 3.07950 1.48905 2.52238  0.121
31 C -5.46888 -5.49854 4.23998  -0.686
32 O -6.27552 -5.85506 5.07904  0.024
33 N -4.50681 -6.33735 3.74241  0.144
34 N -5.45516 -4.23262 3.72503  0.157
35 H -3.83435 -6.06459 3.05250  0.086
36 H -4.48848 -7.27421 4.09874  0.101
37 H -6.14781 -3.59247 4.06859  0.073
38 H -4.80218 -3.91210 3.03494  0.027
39 C -4.54112 4.48683 2.49992  -0.672
40 O -4.09957 3.49217 3.05854  0.008
41 N -3.89285 5.69194 2.52265  0.152
42 N -5.71184 4.47762 1.81229  0.173
43 H -4.24282 6.51816 2.07458  0.092
44 H -3.02649 5.73804 3.02399  0.098
45 H -6.21582 3.61078 1.77486  0.109
46 H -6.08918 5.28416 1.34678  0.071
47 C 3.98977 -3.00613 -2.25935  -0.655
48 O 3.33392 -3.51607 -1.35116  -0.008
49 N 4.86508 -3.72917 -3.00637  0.160
50 N 3.89983 -1.68964 -2.59371  0.184
51 H 5.40745 -3.33550 -3.75390  0.107
52 H 4.96117 -4.70601 -2.79612  0.115
53 H 3.26518 -1.12404 -2.06445  0.097
54 H 4.42949 -1.25635 -3.33873  0.059
55 C 8.71554 -2.02814 -1.72114  -0.665
56 O 8.92101 -1.44708 -2.77722  0.000
57 N 9.56343 -2.04591 -0.66062  0.174
58 N 7.55569 -2.71708 -1.54406  0.168
59 H 9.36485 -2.53204 0.19563  0.096
60 H 10.43013 -1.54899 -0.75059  0.109
61 H 6.90817 -2.72112 -2.30883  0.055
62 H 7.32185 -3.21047 -0.70188  0.100
63 C -6.42912 -0.76409 4.68528  -0.670
64 O -6.01165 -0.20956 3.67772  0.008
65 N -5.77605 -0.70117 5.88125  0.166
66 N -7.58372 -1.49401 4.69125  0.155
67 H -6.10118 -1.14946 6.71666  0.100
68 H -4.92564 -0.17111 5.91315  0.105
69 H -8.08975 -1.55887 3.82734  0.110
70 H -7.94591 -1.95706 5.50367  0.103
71 C 6.17930 0.80023 -4.43234  -0.659
72 O 5.13124 0.19144 -4.65324  -0.018
73 N 6.34472 2.11310 -4.76812  0.156
74 N 7.23693 0.20346 -3.83387  0.164
75 H 7.18754 2.62673 -4.59733  0.098
76 H 5.57378 2.57489 -5.21219  0.102
77 H 7.12191 -0.75764 -3.59141  0.059
78 H 8.10939 0.64450 -3.61796  0.099
79 C -4.17894 2.02006 -1.99682  -0.675
80 O -4.35883 1.98626 -0.78684  0.013
81 N -3.12266 1.41900 -2.61579  0.163
82 N -5.02784 2.66708 -2.84639  0.161
83 H -2.98274 1.45007 -3.61260  0.059
84 H -2.46935 0.92930 -2.03936  0.075
85 H -5.82450 3.12308 -2.44190  0.099
86 H -4.89194 2.69767 -3.84140  0.078
87 C 9.03606 -6.16847 -0.04746  -0.694
88 O 9.36429 -5.46566 0.89473  0.010
89 N 7.90715 -6.94215 -0.03569  0.147
90 N 9.76937 -6.24237 -1.19692  0.153
91 H 7.62430 -7.52492 -0.79987  0.091
92 H 7.34263 -6.91652 0.79282  0.102
93 H 10.60504 -5.68946 -1.24368  0.104
94 H 9.51889 -6.81242 -1.98174  0.093
95 C -6.91428 7.31597 -1.13156  -0.681
96 O -7.14211 7.30516 0.06692  0.021
97 N -5.83103 6.68244 -1.68322  0.150
98 N -7.72233 7.96128 -2.02057  0.153
99 H -5.62877 6.68211 -2.66403  0.087
100 H -5.21416 6.19552 -1.05959  0.091
101 H -8.52469 8.43532 -1.64923  0.108
102 H -7.55698 7.98520 -3.00808  0.093
103 C -2.32063 3.29384 -5.89086  -0.661
104 O -2.91416 2.27796 -5.54539  0.000
105 N -0.99498 3.29108 -6.19984  0.161
106 N -2.94060 4.50291 -5.99612  0.160
107 H -0.48913 4.10710 -6.48687  0.099
108 H -0.51037 2.41542 -6.13619  0.108
109 H -3.91855 4.53865 -5.78002  0.100
110 H -2.47438 5.34366 -6.27904  0.099

Atoms 1-3, force components in eV/Å:
0.293 0.205 -0.130
-0.113 -2.152 3.089
-0.878 1.683 -1.049

(3)
Density functional theory data (ωB97M-V with the def2-TZVPD basis set) for a molecular structure, C58H53BrCsN7O8 at a distorted geometry.

Properties
charge	-2
E_HOMO	0.8	eV

Last column: Löwdin charge in e.
Element x y z (Å)
1 Cs -16.07369 8.37408 20.85412  0.823
2 C -17.33858 -2.78747 26.86690  -0.113
3 O -17.28707 -1.42391 27.16694  -0.123
4 C -16.62564 -0.41219 26.46143  -0.285
5 C -15.71802 -0.68368 25.49178  -0.009
6 C -15.42010 0.41827 24.70691  -0.078
7 C -15.77860 1.70646 24.91304  -0.145
8 C -16.53698 1.92565 26.12535  0.004
9 C -16.98901 0.84782 26.88294  -0.013
10 C -15.10854 2.72187 23.81391  0.015
11 C -16.06587 2.97906 22.62352  -0.233
12 C -17.35171 2.24230 22.36763  -0.070
13 C -17.97356 2.64641 21.28219  0.033
14 C -17.09352 3.93963 20.92872  -0.150
15 N -15.95707 3.92996 21.78724  0.102
16 C -17.17869 4.67618 19.80227  -0.108
17 C -16.27252 5.31297 18.92933  -0.310
18 C -16.38589 5.83047 17.58252  0.000
19 C -15.21038 5.29785 17.04892  -0.020
20 C -14.23001 5.01179 18.11409  -0.243
21 C -12.80182 4.94891 18.06001  -0.042
22 C -12.21193 4.73265 16.59400  -0.111
23 C -12.58741 3.78079 15.59496  0.011
24 C -11.79441 3.49433 14.37754  -0.010
25 C -10.68013 4.28408 14.15893  -0.295
26 O -9.97407 4.17280 12.95471  -0.117
27 C -10.63612 3.51246 11.89723  -0.121
28 C -10.39177 5.36536 14.97574  -0.022
29 C -11.15392 5.56729 16.12292  -0.052
30 C -11.99871 5.10863 19.12003  -0.247
31 N -12.44322 5.59948 20.40102  0.139
32 C -11.23811 5.73418 21.26586  -0.150
33 C -11.51063 5.87583 22.68330  -0.124
34 C -10.79110 6.91469 23.34875  -0.202
35 C -11.19593 8.12443 24.08750  0.014
36 C -10.30322 9.20556 24.19594  -0.032
37 C -8.91670 9.07512 23.95194  -0.221
38 O -8.09018 10.19250 24.33288  -0.132
39 C -6.65673 10.03821 24.37605  -0.079
40 C -8.50671 7.84839 23.39955  -0.039
41 C -9.43403 6.86961 23.20936  -0.089
42 C -12.45044 5.12596 23.40268  -0.228
43 C -12.26101 4.63427 24.74108  -0.006
44 C -13.23961 3.75258 25.05020  -0.030
45 C -14.02330 3.55117 23.90434  -0.219
46 N -13.54653 4.50843 22.92785  0.146
47 C -10.14269 5.39696 20.39542  -0.088
48 C -10.49939 5.07521 19.11981  -0.025
49 N -14.93869 5.07465 19.25015  0.123
50 C -18.60170 4.73523 19.27896  -0.202
51 C -19.30832 5.94888 19.39391  0.010
52 C -20.61162 6.07841 18.92800  -0.010
53 C -21.18381 5.04202 18.27682  -0.297
54 O -22.31686 5.41368 17.66487  -0.107
55 C -22.73221 4.92332 16.42770  -0.093
56 C -20.44204 3.82886 18.04570  0.014
57 C -19.17953 3.69447 18.60790  -0.062
58 H -17.70329 -3.28920 27.79788  0.097
59 H -17.93171 -3.03046 26.01076  0.076
60 H -16.30234 -3.22584 26.69288  0.096
61 H -15.42279 -1.66687 25.24344  0.097
62 H -14.75645 0.29156 23.83568  0.132
63 H -16.70793 2.95872 26.39345  0.084
64 H -17.57911 0.97177 27.78758  0.117
65 H -17.43310 1.37336 22.97294  0.073
66 H -18.73553 2.22647 20.62938  0.090
67 H -17.24237 6.01620 16.90243  0.118
68 H -14.91682 5.27270 15.99727  0.090
69 H -13.47287 3.14020 15.68665  0.106
70 H -11.99464 2.65603 13.71206  0.096
71 H -10.09930 3.72131 10.97980  0.078
72 H -10.63626 2.41422 12.03771  0.086
73 H -11.71684 3.81131 11.83572  0.109
74 H -9.57184 5.92907 14.64110  0.096
75 H -10.76837 6.41825 16.67955  0.110
76 H -12.29325 8.23387 24.32661  0.125
77 H -10.77085 10.12930 24.54589  0.108
78 H -6.21381 10.96072 24.05427  0.073
79 H -6.49138 9.82400 25.42463  0.084
80 H -6.25227 9.21034 23.74905  0.081
81 H -7.46801 7.68837 23.20875  0.086
82 H -8.90996 5.88687 22.90457  0.145
83 H -11.47131 5.19742 25.23370  0.111
84 H -13.42659 3.25278 26.01732  0.120
85 H -9.09113 5.54009 20.70301  0.084
86 H -9.89889 4.84247 18.27145  0.080
87 H -18.90673 6.77983 19.97060  0.102
88 H -21.17040 6.97904 19.03769  0.116
89 H -23.75779 5.22951 16.29798  0.077
90 H -22.11702 5.40308 15.63253  0.109
91 H -22.65829 3.84436 16.30286  0.078
92 H -20.81420 3.00413 17.44877  0.100
93 H -18.53939 2.82021 18.40149  0.137
94 O -20.42891 13.42454 23.94528  0.062
95 C -19.14989 13.10117 23.60227  -0.336
96 C -18.65565 13.54153 22.41634  -0.030
97 C -17.36073 13.29524 22.10008  -0.110
98 N -16.54467 12.71808 23.00346  0.059
99 C -17.06021 12.22601 24.09172  -0.655
100 Br -15.99098 11.00270 25.26674  0.615
101 C -18.38143 12.39713 24.45959  -0.056
102 H -20.84776 13.82676 23.16270  0.113
103 H -19.27247 13.86790 21.61295  0.113
104 H -16.99142 13.63832 21.14727  0.112
105 H -18.80516 12.02334 25.41730  0.131
106 O -18.25348 9.68079 21.20129  -0.810
107 H -17.44931 3.07881 12.66684  -0.851
108 H -18.84159 10.36444 21.00321  -0.214
109 O -16.90628 5.44203 26.79377  -0.091
110 H -16.31593 5.41941 27.54472  0.011
111 H -17.78322 5.35955 27.34914  0.097
112 O -17.92774 10.59730 14.57840  -0.049
113 H -18.63253 10.79237 15.17657  0.014
114 H -17.35660 11.37579 14.65596  0.033
115 H -14.32590 4.67327 22.13182  0.168
116 N -11.14452 14.55594 19.07879  0.085
117 C -12.28407 13.86437 18.67747  -0.323
118 C -13.06890 13.04597 19.48186  -0.025
119 C -14.13454 12.35192 18.91436  -0.165
120 N -14.48612 12.40418 17.65567  0.059
121 C -13.72480 13.20608 16.89618  -0.168
122 C -12.62524 13.88742 17.29976  -0.038
123 H -11.12447 14.79449 20.06871  0.092
124 H -10.89628 15.40504 18.56798  0.093
125 H -12.72773 12.80473 20.49247  0.115
126 H -14.65672 11.67474 19.59834  0.108
127 H -14.07923 13.21810 15.88836  0.095
128 H -11.93398 14.34498 16.61323  0.101

Atoms 1-3, force components in eV/Å:
0.183 -0.477 -0.128
2.310 -0.708 0.931
-0.243 0.870 0.772

(4)
Density functional theory data (ωB97M-V with the def2-TZVPD basis set) for a molecular structure, C4H6N4 at a distorted geometry.

Properties
E_HOMO	-9.2	eV
relative energy (zero: lowest compared OMol25 entry of this formula, charge and spin)	161.0	kcal per mole

Last column: natural (NBO) charge in e.
Element x y z (Å)
1 C -1.26572 -0.02621 0.42616  -0.013
2 C -0.86722 1.51148 0.05950  -0.421
3 C 0.37209 0.75409 -0.22651  0.098
4 C -0.01777 -0.50725 0.08643  -0.037
5 H -3.40802 -0.92248 0.45448  0.311
6 H -2.04456 -1.57592 -0.61541  0.354
7 H -1.52168 -0.34745 1.60046  0.206
8 H -1.27642 2.24320 -0.65462  0.248
9 H -0.48175 2.12560 1.02234  0.206
10 H 2.39225 1.54631 -0.16105  0.431
11 N -2.41732 -0.58565 -0.47510  -0.786
12 N 1.74333 0.65005 -0.14554  -0.326
13 N 2.08727 -0.59691 -0.00926  -0.045
14 N 1.01699 -1.39061 0.09851  -0.226

Atoms 1-3, force components in eV/Å:
-7.881 -0.936 2.770
2.006 0.968 3.469
3.084 -1.253 -0.083

Repeat the fourth record exactly.
Density functional theory data (ωB97M-V with the def2-TZVPD basis set) for a molecular structure, C4H6N4 at a distorted geometry.

Properties
E_HOMO	-9.2	eV
relative energy (zero: lowest compared OMol25 entry of this formula, charge and spin)	161.0	kcal per mole

Last column: natural (NBO) charge in e.
Element x y z (Å)
1 C -1.26572 -0.02621 0.42616  -0.013
2 C -0.86722 1.51148 0.05950  -0.421
3 C 0.37209 0.75409 -0.22651  0.098
4 C -0.01777 -0.50725 0.08643  -0.037
5 H -3.40802 -0.92248 0.45448  0.311
6 H -2.04456 -1.57592 -0.61541  0.354
7 H -1.52168 -0.34745 1.60046  0.206
8 H -1.27642 2.24320 -0.65462  0.248
9 H -0.48175 2.12560 1.02234  0.206
10 H 2.39225 1.54631 -0.16105  0.431
11 N -2.41732 -0.58565 -0.47510  -0.786
12 N 1.74333 0.65005 -0.14554  -0.326
13 N 2.08727 -0.59691 -0.00926  -0.045
14 N 1.01699 -1.39061 0.09851  -0.226

Atoms 1-3, force components in eV/Å:
-7.881 -0.936 2.770
2.006 0.968 3.469
3.084 -1.253 -0.083